C36H52BrHgN3OP2 | ωB97M-V/def2-TZVPD

Structure (XYZ):
```
96
C36H52BrHgN3OP2 ωB97M-V/def2-TZVPD
N 5.665 3.692 -1.271
C 5.943 2.463 -0.808
C 5.282 1.313 -1.267
C 4.351 1.451 -2.331
C 4.097 2.753 -2.838
C 4.781 3.836 -2.269
C 3.584 0.324 -2.792
Hg -1.669 -0.326 -0.725
P -3.509 -2.023 0.641
C 2.570 0.479 -3.703
C 1.399 -0.330 -3.695
C 0.198 0.208 -4.233
C -1.004 -0.189 -3.687
C -0.928 -1.135 -2.648
C 0.173 -1.987 -2.436
C 1.379 -1.530 -2.936
Br -3.018 -2.089 -2.325
H 3.799 -0.633 -2.299
H 2.607 1.290 -4.430
H 5.467 0.344 -0.794
H 3.372 2.943 -3.625
H 6.712 2.386 -0.033
H 4.595 4.858 -2.629
H 0.264 0.972 -5.008
H 2.317 -2.036 -2.717
H -1.958 0.244 -3.979
H 0.075 -2.889 -1.828
P -1.052 1.920 -0.039
C -2.894 -3.779 0.537
C -3.907 -4.898 0.360
H -2.315 -3.943 1.460
H -2.175 -3.814 -0.296
H -3.367 -5.852 0.295
H -4.601 -4.990 1.209
H -4.474 -4.814 -0.574
C -5.250 -1.673 0.089
C -6.286 -2.790 -0.041
H -5.131 -1.194 -0.900
H -5.658 -0.881 0.751
H -6.984 -2.537 -0.852
H -5.867 -3.772 -0.281
H -6.894 -2.894 0.869
C -3.608 -1.780 2.454
C -4.520 -2.823 3.094
H -3.976 -0.752 2.614
H -2.580 -1.844 2.858
H -4.783 -2.486 4.101
H -5.461 -2.977 2.549
H -4.019 -3.791 3.191
C -0.887 2.178 1.749
C -2.117 1.796 2.574
H -0.653 3.250 1.890
H 0.004 1.612 2.078
H -1.997 2.198 3.589
H -3.038 2.221 2.149
H -2.237 0.706 2.655
C -2.426 3.005 -0.561
C -2.711 3.029 -2.065
H -2.136 4.010 -0.221
H -3.313 2.702 0.013
H -3.661 3.550 -2.239
H -1.927 3.576 -2.604
H -2.795 2.028 -2.511
C 0.405 2.684 -0.840
C 1.629 2.830 0.064
H 0.079 3.674 -1.206
H 0.642 2.072 -1.727
H 2.404 3.407 -0.457
H 1.375 3.353 1.000
H 2.049 1.846 0.322
C 4.131 -1.957 4.635
N 3.104 -1.858 3.617
N 3.060 -0.866 2.708
C 2.002 -1.085 1.809
O 1.778 -0.358 0.822
C 1.377 -2.287 2.308
C 2.119 -2.742 3.371
C 1.986 -3.969 4.192
C 3.971 0.226 2.702
C 5.336 -0.002 2.508
C 6.212 1.082 2.501
C 5.708 2.385 2.617
C 4.341 2.603 2.823
C 3.473 1.518 2.910
H 4.633 -1.005 4.790
H 4.887 -2.709 4.370
H 3.662 -2.249 5.579
H 0.499 -2.733 1.878
H 2.868 -4.621 4.115
H 1.820 -3.760 5.258
H 1.123 -4.533 3.826
H 5.697 -1.023 2.361
H 7.283 0.913 2.392
H 6.388 3.237 2.555
H 3.952 3.618 2.921
H 2.416 1.638 3.150
```

Net charge: +2
Total energy in eV: -137472.180
HOMO in eV: -12.397
Maximum force in eV/A: 2.9
ΔE to the lowest compared entry with this formula, charge and spin in eV: 0.000

What are the Mulliken partial charges on each atom? They are as follows, in elementary charge units: atom 1 (N): -0.571, atom 2 (C): -0.600, atom 3 (C): -0.178, atom 4 (C): 0.806, atom 5 (C): -0.496, atom 6 (C): -0.531, atom 7 (C): -0.297, atom 8 (Hg): 1.419, atom 9 (P): 0.333, atom 10 (C): -0.671, atom 11 (C): 0.661, atom 12 (C): -0.905, atom 13 (C): 0.095, atom 14 (C): -1.381, atom 15 (C): 0.158, atom 16 (C): -0.678, atom 17 (Br): -0.023, atom 18 (H): 0.182, atom 19 (H): 0.628, atom 20 (H): 0.369, atom 21 (H): 0.273, atom 22 (H): 0.535, atom 23 (H): 0.371, atom 24 (H): 0.431, atom 25 (H): 0.569, atom 26 (H): 0.622, atom 27 (H): 0.505, atom 28 (P): 0.536, atom 29 (C): 0.042, atom 30 (C): -1.580, atom 31 (H): 0.433, atom 32 (H): 0.041, atom 33 (H): 0.447, atom 34 (H): 0.363, atom 35 (H): 0.351, atom 36 (C): -0.585, atom 37 (C): -1.137, atom 38 (H): 0.447, atom 39 (H): 0.384, atom 40 (H): 0.363, atom 41 (H): 0.109, atom 42 (H): 0.357, atom 43 (C): -0.671, atom 44 (C): -1.180, atom 45 (H): 0.368, atom 46 (H): 0.413, atom 47 (H): 0.408, atom 48 (H): 0.174, atom 49 (H): 0.298, atom 50 (C): -0.370, atom 51 (C): -1.207, atom 52 (H): 0.582, atom 53 (H): -0.117, atom 54 (H): 0.470, atom 55 (H): 0.344, atom 56 (H): 0.090, atom 57 (C): -0.731, atom 58 (C): -1.024, atom 59 (H): 0.516, atom 60 (H): 0.380, atom 61 (H): 0.416, atom 62 (H): 0.305, atom 63 (H): 0.123, atom 64 (C): -0.024, atom 65 (C): -1.048, atom 66 (H): 0.548, atom 67 (H): -0.149, atom 68 (H): 0.352, atom 69 (H): 0.454, atom 70 (H): 0.017, atom 71 (C): -1.134, atom 72 (N): -0.096, atom 73 (N): 0.807, atom 74 (C): 0.174, atom 75 (O): -0.302, atom 76 (C): -1.182, atom 77 (C): 0.534, atom 78 (C): -1.548, atom 79 (C): -0.332, atom 80 (C): 0.347, atom 81 (C): -0.826, atom 82 (C): -0.493, atom 83 (C): -0.641, atom 84 (C): -0.229, atom 85 (H): 0.485, atom 86 (H): 0.336, atom 87 (H): 0.371, atom 88 (H): 0.548, atom 89 (H): 0.317, atom 90 (H): 0.361, atom 91 (H): 0.348, atom 92 (H): 0.566, atom 93 (H): 0.404, atom 94 (H): 0.438, atom 95 (H): 0.410, atom 96 (H): 0.403